Entry 1:
DFT (the ωB97M-V functional and the def2-TZVPD basis) results for 2 unconnected molecules or ions with the total composition C3H8NS in a non-equilibrium geometry.

ORCA input file:
```
! wB97M-V def2-TZVPD RIJCOSX def2/J DEFGRID3
* xyz -1 1
C -1.668 -0.347 -1.944
S -2.383 0.467 -0.411
H -0.983 -1.128 -1.616
H -1.262 0.457 -2.553
H -2.463 -0.827 -2.518
C 1.467 -0.589 1.660
C 0.849 1.269 0.495
N 1.712 0.805 1.309
H 1.254 -0.654 2.730
H 0.508 -0.974 1.255
H 2.193 -1.340 1.352
H 0.799 2.225 -0.021
H -0.024 0.636 0.264
*
```

The energy above the lowest of the compared OMol25 structures with the same formula, charge and spin comes out at 1.5853 eV.

Quick look at the natural (NBO) charges, all values in e:
1 C -0.735
2 S -0.754
3 H 0.176
4 H 0.180
5 H 0.177
6 C -0.450
7 C -0.063
8 N -0.454
9 H 0.186
10 H 0.192
11 H 0.187
12 H 0.164
13 H 0.196

***

Entry 2:
DFT (the ωB97M-V functional and the def2-TZVPD basis) results for a molecular structure, C3H8NS in a non-equilibrium geometry.

ORCA input file:
```
! wB97M-V def2-TZVPD RIJCOSX def2/J DEFGRID3
* xyz 1 1
C 0.008 -0.094 -0.686
C -0.761 -1.402 -0.740
C -0.170 0.694 0.629
N 0.154 1.950 0.803
S 1.748 -0.392 -0.170
H -0.001 0.546 -1.662
H -1.797 -1.094 -0.912
H -0.669 -1.985 0.281
H -0.220 -1.977 -1.597
H -0.444 0.081 1.506
H 0.593 2.483 0.012
H 0.150 2.403 1.741
H 1.410 -1.214 0.795
*
```

The energy above the lowest of the compared OMol25 structures with the same formula, charge and spin comes out at 0.4636 eV.

Quick look at the natural (NBO) charges, all values in e:
1 C -0.378
2 C -0.628
3 C 0.243
4 N -0.669
5 S 0.145
6 H 0.286
7 H 0.244
8 H 0.228
9 H 0.266
10 H 0.246
11 H 0.437
12 H 0.450
13 H 0.131

***

Entry 3:
DFT (the ωB97M-V functional and the def2-TZVPD basis) results for 2 unconnected molecules or ions with the total composition C3H8NS in a non-equilibrium geometry.

ORCA input file:
```
! wB97M-V def2-TZVPD RIJCOSX def2/J DEFGRID3
* xyz 1 1
C -0.328 -1.387 -1.028
C -0.349 -1.533 0.481
C -1.117 -0.512 -0.138
N 0.782 1.745 0.025
S -2.343 0.610 -0.113
H 0.727 -1.135 -1.524
H -0.880 -2.098 -1.592
H -0.733 -2.294 0.999
H 0.539 -1.300 0.876
H 0.688 2.715 0.204
H 0.712 1.659 -0.982
H 1.781 1.513 0.231
H -2.818 0.242 1.046
*
```

The energy above the lowest of the compared OMol25 structures with the same formula, charge and spin comes out at 2.6358 eV.

Quick look at the natural (NBO) charges, all values in e:
1 C -0.442
2 C -0.463
3 C 0.120
4 N -1.088
5 S 0.482
6 H 0.297
7 H 0.274
8 H 0.263
9 H 0.284
10 H 0.380
11 H 0.357
12 H 0.379
13 H 0.158

***

Entry 4:
DFT (the ωB97M-V functional and the def2-TZVPD basis) results for a molecular structure, C3H8NS2 in a non-equilibrium geometry.

ORCA input file:
```
! wB97M-V def2-TZVPD RIJCOSX def2/J DEFGRID3
* xyz 1 1
C 2.509 -0.740 -0.001
C 0.164 0.241 -0.452
C -2.227 0.086 0.119
N -0.940 0.695 0.344
S 2.131 1.044 0.137
S 0.868 -1.416 -0.028
H 3.123 -0.847 -0.935
H 3.249 -1.307 0.629
H 0.267 0.576 -1.433
H -2.690 0.245 -0.815
H -1.941 -1.027 -0.033
H -2.829 0.418 0.845
H -0.655 0.381 1.242
H -1.029 1.653 0.380
*
```

The energy above the lowest of the compared OMol25 structures with the same formula, charge and spin comes out at 2.7598 eV.

Quick look at the natural (NBO) charges, all values in e:
1 C -0.723
2 C -0.220
3 C -0.418
4 N -0.517
5 S 0.208
6 S 0.301
7 H 0.243
8 H 0.279
9 H 0.240
10 H 0.248
11 H 0.240
12 H 0.236
13 H 0.446
14 H 0.438